Density functional theory data (the ωB97M-V functional and the def2-TZVPD basis) for a structure of composition C7H12.

```
19
Properties=species:S:1:pos:R:3:forces:R:3
C 2.0752 0.1963 0.7324 0.0 0.0 0.0
C 0.7575 -0.5568 0.8398 0.2 0.2 0.3
C -0.4728 0.4375 0.9755 0.0 0.1 0.1
C -1.5939 -0.1697 0.0685 -0.1 0.0 0.0
C -2.3335 0.8229 -0.8168 0.0 0.0 0.0
C -0.5664 -1.0302 -0.5233 0.4 -0.3 0.1
C 0.5488 -1.5891 -0.3897 -0.6 0.1 -0.1
H 2.0866 0.8454 -0.1501 0.0 -0.1 0.1
H 2.2103 0.8292 1.6207 0.0 -0.1 -0.1
H 2.9199 -0.4941 0.6596 -0.2 0.1 0.0
H 0.7809 -1.2177 1.7116 0.0 0.1 -0.1
H -0.7890 0.5748 2.0139 0.0 0.0 -0.1
H -0.1884 1.4139 0.5672 0.0 -0.2 0.0
H -2.3049 -0.7625 0.6553 0.1 0.1 -0.1
H -1.6315 1.4328 -1.3944 -0.1 -0.1 0.1
H -2.9426 1.4878 -0.1950 0.1 -0.1 -0.1
H -3.0011 0.3102 -1.5165 0.1 0.1 0.1
H 1.8786 -1.3259 -2.2989 0.2 0.0 0.0
H 2.5663 -1.2048 -2.5597 0.0 0.0 -0.1
```
Positions in Å, forces in eV/Å.

* E_LUMO: 0.0243 hartree
* energy above the lowest of the compared OMol25 structures with the same formula, charge and spin: 493.69 kJ/mol
* E_HOMO: -9.20 eV
* multiplicity: 1
* Kohn-Sham gap: 9.9 eV

Density functional theory data (the ωB97M-V functional and the def2-TZVPD basis) for a structure of composition C26H27CrN5O3S at a distorted geometry.

```
63
Properties=species:S:1:pos:R:3:forces:R:3
Cr 0.9329 -0.4471 -0.0848 -0.8 -1.5 -0.4
N 0.3246 -1.9589 -0.1365 1.1 2.2 0.1
C -0.0340 -3.2685 -0.0743 -0.1 -0.3 0.1
C -0.6687 -3.8559 -1.1832 0.1 0.1 0.1
C -1.0200 -5.1868 -1.1216 0.0 -0.1 0.1
C -0.7415 -5.9249 0.0290 0.0 0.1 0.0
C -0.1135 -5.3411 1.1292 -0.1 -0.1 -0.1
C 0.2418 -4.0100 1.0899 0.0 0.1 -0.2
H -0.8774 -3.2556 -2.0584 0.0 0.0 0.0
H -1.5096 -5.6612 -1.9604 0.0 0.0 0.0
H -1.0168 -6.9702 0.0691 0.0 0.0 0.0
H 0.0980 -5.9304 2.0103 0.0 0.0 0.0
H 0.7279 -3.5387 1.9357 0.0 0.0 0.0
S -1.9051 3.2220 -4.6662 0.1 -0.1 0.0
C -1.1826 2.2512 -3.4273 0.0 0.0 -0.2
C -1.5186 2.2894 -2.0696 0.0 0.0 0.1
C -0.8743 1.4425 -1.2032 0.0 0.0 0.0
N 0.0830 0.5707 -1.5814 0.1 0.2 0.1
C 0.4024 0.5293 -2.8931 -0.1 -0.1 0.0
C -0.1965 1.3302 -3.8257 0.0 0.0 0.0
C -2.9992 4.2541 -3.7310 -0.1 0.2 0.1
C -4.3437 3.9390 -3.6207 0.0 0.0 0.0
C -5.1555 4.8071 -2.8985 -0.1 0.0 0.0
N -4.7145 5.9140 -2.3097 0.2 -0.1 -0.1
C -3.4216 6.2080 -2.4429 -0.1 0.1 0.1
C -2.5239 5.4201 -3.1461 0.1 0.0 -0.1
H -2.2816 2.9565 -1.6961 0.0 0.0 0.0
H -1.1422 1.4506 -0.1494 0.0 0.0 0.0
H 1.1495 -0.1961 -3.1871 0.0 0.0 0.0
H 0.0881 1.2378 -4.8652 0.0 0.0 0.0
H -4.7548 3.0481 -4.0749 0.0 0.0 0.0
H -6.2125 4.5946 -2.7907 0.0 0.0 0.0
H -3.0845 7.1226 -1.9696 0.0 0.0 0.0
H -1.4878 5.7161 -3.2436 0.0 0.0 0.0
O -1.7633 0.1290 3.8429 0.0 -0.1 0.0
C -1.0209 -0.0858 5.0320 -0.1 0.1 0.0
N -0.4618 -1.4105 5.1210 0.1 0.0 -0.1
C 0.6488 -1.8377 4.4727 -0.1 0.0 0.1
O 1.0441 -2.9835 4.4799 0.0 0.0 0.0
C 1.4523 -0.8288 3.6829 0.1 0.1 0.0
C 2.7610 -0.5338 4.0385 0.0 0.0 0.0
C 3.5266 0.2810 3.2095 0.0 0.0 0.0
C 3.0051 0.6906 2.0020 0.0 -0.1 0.0
N 1.7496 0.3808 1.6273 -0.1 -0.4 0.0
C 0.9820 -0.3140 2.4900 -0.2 0.0 0.2
H -2.6730 -0.1609 3.9740 0.0 0.0 0.0
H -1.6298 0.0838 5.9182 0.0 0.0 0.0
H -0.2178 0.6487 5.0221 0.0 0.0 0.0
H -0.9778 -2.1422 5.5904 0.0 0.0 0.0
H 3.1772 -0.9413 4.9514 0.0 0.0 0.0
H 4.5353 0.5587 3.4794 0.0 0.0 0.0
H 3.5923 1.2681 1.3023 0.0 0.0 0.0
H -0.0606 -0.4694 2.2249 0.0 0.0 0.0
C 3.3308 1.3335 -1.3401 0.0 -0.2 -0.2
O 3.4990 -0.1051 -1.4112 -0.1 0.1 0.2
C 2.6248 -0.9328 -0.9353 0.2 -0.2 -0.2
C 3.1059 -2.3309 -1.1192 -0.1 0.1 0.0
H 4.2541 1.7290 -0.9273 0.0 0.0 0.0
H 2.4743 1.6039 -0.7245 0.0 0.0 0.0
H 3.1971 1.6902 -2.3577 0.0 0.1 0.0
H 4.1290 -2.3654 -1.4860 0.0 0.0 0.0
H 2.4390 -2.8301 -1.8289 0.0 0.0 0.0
H 3.0086 -2.8841 -0.1831 0.0 0.0 0.0
```
Positions in Å, forces in eV/Å.

* E_LUMO (alpha / beta): -0.2564 / -0.2573 hartree
* net charge: +2
* E_HOMO (alpha / beta): -14.14 / -14.14 eV
* multiplicity: 1
* Kohn-Sham gap (alpha / beta): 7.2 / 7.1 eV

Density functional theory data (the ωB97M-V functional and the def2-TZVPD basis) for a structure of composition C12H19BF4IrN7Se at a distorted geometry.

```
45
Properties=species:S:1:pos:R:3:forces:R:3
Ir -1.3405 1.0909 -2.3264 -0.3 -1.1 0.9
C -1.4436 3.3848 1.9350 -0.3 0.2 0.0
N -0.3155 2.4820 1.7529 0.2 -0.1 -0.5
C 0.5280 2.2792 2.9142 0.2 -0.2 0.5
C -0.2537 1.7472 0.6323 -0.1 0.0 0.3
N -1.2325 1.6881 -0.2253 -0.4 0.3 -1.1
N 0.9023 1.0081 0.4233 0.4 0.3 0.4
C 1.3530 0.4455 -0.7487 0.3 -0.4 0.1
N 2.6750 0.2181 -0.7946 -0.1 0.0 0.0
N 0.5431 0.0718 -1.6903 -0.6 0.4 -0.9
H -1.2169 4.0663 2.7521 0.0 -0.1 -0.1
H -2.3579 2.8390 2.1868 0.0 0.1 0.0
H -1.5996 3.9853 1.0350 0.0 0.0 0.1
H 0.6069 3.2111 3.4689 0.0 0.0 -0.1
H 1.5433 1.9710 2.6716 0.0 0.1 0.0
H 0.0849 1.5324 3.5777 0.1 0.0 0.0
H -2.0318 2.2612 0.0275 0.2 -0.2 0.1
H 1.6374 1.1814 1.0981 -0.2 0.0 -0.2
H 3.3097 0.4701 -0.0563 0.0 0.1 0.0
H 3.0986 -0.1003 -1.6506 0.0 -0.1 0.0
H 1.0338 -0.3382 -2.4818 -0.1 0.0 0.2
C -2.0945 -1.2798 1.2325 -0.4 0.2 0.5
N -1.3813 -1.9692 0.1899 0.0 -0.1 -0.8
C -1.7072 -2.0180 -1.1124 0.0 0.1 -0.1
Se -2.9804 -0.9779 -2.0422 0.5 0.6 -0.1
N -0.8835 -2.8769 -1.7395 -0.3 0.3 0.1
C 0.0367 -3.3686 -0.8425 0.2 0.1 0.9
C 1.1159 -4.2279 -0.9893 0.0 0.0 0.0
C 1.8884 -4.4561 0.1332 -0.1 0.0 -0.1
C 1.5908 -3.8600 1.3636 -0.1 0.1 0.0
C 0.4983 -3.0284 1.5239 -0.1 0.0 0.0
C -0.2788 -2.7793 0.3973 0.7 -0.6 -0.5
H -2.8576 -0.6410 0.7892 0.1 -0.1 0.0
H -1.4029 -0.6788 1.8231 0.0 0.0 -0.1
H -2.5758 -2.0012 1.8983 0.1 0.0 -0.1
H -0.9492 -3.1232 -2.7182 -0.1 0.1 0.1
H 1.3350 -4.6886 -1.9385 0.1 -0.1 -0.1
H 2.7382 -5.1164 0.0629 0.1 -0.1 0.0
H 2.2307 -4.0625 2.2097 0.0 0.0 0.1
H 0.2611 -2.6048 2.4856 0.0 0.1 0.1
F 0.7755 4.6290 -4.4412 0.2 0.3 -0.7
B 0.3875 4.0652 -3.3554 0.1 -0.2 0.2
F -0.3282 4.6625 -2.4491 -0.6 0.5 0.5
F 0.7702 2.8273 -3.0614 0.4 -0.7 0.0
F -1.7127 2.0799 -3.9208 0.2 -0.1 0.4
```
Positions in Å, forces in eV/Å.

* E_LUMO (alpha / beta): -0.2069 / -0.3204 hartree
* net charge: +2
* energy above the lowest of the compared OMol25 structures with the same formula, charge and spin: 74.75 kJ/mol
* E_HOMO (alpha / beta): -14.55 / -15.10 eV
* multiplicity: 5
* Kohn-Sham gap (alpha / beta): 8.9 / 6.4 eV

Density functional theory data (the ωB97M-V functional and the def2-TZVPD basis) for a cluster of 2 separate species, C7H10O in total at a distorted geometry.

```
18
Properties=species:S:1:pos:R:3:forces:R:3
C -2.1289 -1.0250 1.0517 -0.1 0.0 -0.1
C -2.3101 -0.5123 0.0012 0.0 1.2 0.6
C 1.0454 1.7860 0.2470 -0.9 -0.1 -1.0
C 2.1621 0.9046 0.8482 -1.8 0.2 0.0
C 0.9348 0.3291 0.2581 2.6 2.2 2.3
C -2.4633 0.1919 -1.2248 0.7 -3.6 -2.5
C 1.3769 -1.9069 -0.2879 0.2 -1.1 0.2
O 0.7095 -0.7625 -0.3009 -1.4 -1.7 -1.9
H 0.3038 2.3977 0.7869 0.7 -0.4 0.1
H 1.3914 2.2691 -0.6573 -0.2 0.1 -0.3
H 3.0698 0.9501 0.2932 0.7 -0.2 -0.2
H 2.1941 0.9036 1.9051 0.5 -0.1 1.0
H -1.5749 -0.3381 -1.8326 -1.9 1.7 0.6
H -2.3979 1.2638 -1.2285 -0.1 0.3 0.1
H -3.4217 -0.2826 -1.6111 1.0 1.3 -0.3
H 2.3308 -2.0335 0.2754 -1.0 0.5 -0.3
H 0.6881 -2.7468 -0.5031 0.8 0.6 0.1
H -1.9100 -1.3882 1.9793 0.3 -0.9 1.7
```
Positions in Å, forces in eV/Å.

* E_LUMO (alpha / beta): 0.0325 / 0.0299 hartree
* energy above the lowest of the compared OMol25 structures with the same formula, charge and spin: 775.61 kJ/mol
* E_HOMO (alpha / beta): -7.51 / -7.05 eV
* multiplicity: 1
* Kohn-Sham gap (alpha / beta): 8.4 / 7.9 eV

Density functional theory data (the ωB97M-V functional and the def2-TZVPD basis) for an isolated molecule of C24H30N6O3 at a distorted geometry.

```
63
Properties=species:S:1:pos:R:3:forces:R:3
C 2.0797 4.3346 1.4787 -0.2 -0.4 0.0
C 1.1705 3.2411 0.9227 0.0 0.4 -0.1
H 1.4894 2.9840 -0.0927 -0.1 0.1 0.1
H 0.1282 3.5805 0.8777 0.1 -0.1 0.0
O 1.2716 2.0300 1.6348 0.1 -0.1 0.3
C 0.6257 1.8802 2.8261 0.0 -0.2 0.2
C -0.1634 2.8540 3.4274 0.0 0.2 -0.3
C -0.7485 2.6259 4.6612 0.0 0.0 0.0
C -0.5393 1.4357 5.3312 -0.1 0.0 0.1
C 0.2417 0.4602 4.7391 0.0 0.0 -0.1
C 0.8072 0.6549 3.4879 0.0 0.3 0.1
C 1.6031 -0.4720 2.9103 -0.1 0.0 -0.3
O 2.3458 -1.1601 3.5909 0.2 -0.1 0.3
N 1.3731 -0.6983 1.6035 -0.1 -0.1 -0.1
H 0.7547 -0.0897 1.0842 0.0 0.0 0.1
C 2.0355 -1.7533 0.8756 0.2 -0.3 0.1
H 2.5769 -2.3336 1.6322 -0.1 0.1 -0.2
C 3.0416 -1.1879 -0.1356 -0.1 0.0 0.1
H 3.7111 -1.9865 -0.4545 0.1 -0.1 0.0
H 3.6432 -0.4352 0.3730 0.1 0.0 0.0
C 2.3343 -0.5618 -1.3558 0.4 0.1 -0.3
N 0.9058 -0.5932 -1.1165 -0.1 0.3 0.0
C 0.0883 0.3370 -1.8461 0.2 -0.1 -0.2
C -1.0899 0.6895 -1.0084 -0.8 0.2 -0.2
N -1.0952 0.8463 0.2954 0.9 -0.3 -0.4
N -2.3348 1.1688 0.6359 -0.4 0.2 0.9
N -3.0924 1.2173 -0.3742 -1.2 0.2 -0.7
N -2.3533 0.9218 -1.4514 1.3 0.0 0.8
C -2.9219 0.8215 -2.7699 -0.2 -0.1 -0.5
C -2.8358 -0.5822 -3.2786 -0.4 -0.4 0.6
C -3.2440 -1.7647 -2.7357 0.1 0.6 -0.2
C -2.8648 -2.7714 -3.6572 0.3 0.2 -0.5
C -2.2552 -2.1263 -4.6866 -0.2 -0.8 0.2
O -2.2257 -0.8001 -4.4652 0.1 0.5 -0.1
H -1.8175 -2.4790 -5.5990 0.1 0.0 -0.2
H -3.0257 -3.8246 -3.5596 0.0 -0.3 -0.1
H -3.7513 -1.8987 -1.8022 -0.1 0.0 0.2
H -3.9631 1.1442 -2.6737 0.2 0.0 0.0
H -2.3973 1.4894 -3.4603 -0.1 0.0 0.1
H -0.2568 -0.0287 -2.8282 0.1 0.1 0.0
H 0.6676 1.2515 -2.0179 0.0 -0.1 -0.1
C 0.4020 -1.9540 -1.0611 -0.3 -0.4 -0.1
C 1.0112 -2.6504 0.1737 0.0 0.1 0.1
H 1.4956 -3.5813 -0.1203 0.0 -0.1 0.0
H 0.2257 -2.8980 0.8877 0.0 -0.1 0.0
C 0.6923 -2.7197 -2.3649 0.0 0.1 0.1
C 2.1823 -2.6976 -2.6954 -0.1 0.1 -0.1
H 2.7299 -3.2977 -1.9683 0.1 -0.1 0.0
C 2.7029 -1.2628 -2.6757 0.0 0.0 0.2
H 3.7858 -1.2487 -2.8090 0.0 0.1 0.0
H 2.2578 -0.7062 -3.5056 0.0 0.0 -0.1
H 2.3507 -3.1419 -3.6794 0.1 -0.1 0.1
H 0.3346 -3.7461 -2.2705 -0.1 0.0 0.0
H 0.1364 -2.2559 -3.1844 -0.1 0.0 0.0
H -0.6860 -1.8930 -0.9372 0.1 0.0 0.0
H 2.6278 0.4913 -1.4316 0.0 -0.1 0.0
H 0.4258 -0.4805 5.2360 0.0 -0.1 0.0
H -0.9809 1.2682 6.3016 0.0 0.0 0.1
H -1.3638 3.3972 5.1016 0.0 0.1 0.0
H -0.3416 3.8003 2.9414 0.0 0.1 -0.1
H 2.0078 5.2256 0.8602 0.0 0.1 -0.1
H 3.1097 3.9869 1.4820 0.1 0.0 0.0
H 1.8028 4.5881 2.4985 0.0 0.1 0.1
```
Positions in Å, forces in eV/Å.

* E_LUMO: 0.0154 hartree
* energy above the lowest of the compared OMol25 structures with the same formula, charge and spin: 403.21 kJ/mol
* E_HOMO: -8.17 eV
* multiplicity: 1
* Kohn-Sham gap: 8.6 eV
* structure (SMILES): CCOc1ccccc1C(=O)N[C@@H]1C[C@H]2CCC[C@@H](C1)N2Cc1nnnn1Cc1ccco1

Density functional theory data (the ωB97M-V functional and the def2-TZVPD basis) for an isolated molecule of C8H9ClSi at a distorted geometry.

```
19
Properties=species:S:1:pos:R:3:forces:R:3
C -2.3820 -0.2615 -1.9675 -1.5 1.3 -0.9
C -2.6171 -0.0524 -0.6520 1.2 -1.1 2.7
C -1.0911 -0.4199 -2.3486 2.7 0.0 -1.2
C -1.5318 -0.3024 0.2978 -3.7 1.8 0.1
C -0.0035 -0.4442 -1.4693 -2.3 -0.8 -0.5
C -0.2320 -0.4643 -0.1224 0.3 0.0 1.9
C 2.8539 1.6044 1.7128 2.6 0.3 1.6
C 1.8012 0.8253 1.8409 -1.1 -0.1 -0.7
Si 1.1536 -0.7616 1.1428 -1.3 0.1 -0.2
Cl 2.4787 -1.9694 0.1489 0.3 -0.1 0.3
H -3.2188 -0.0862 -2.6718 0.8 -0.4 0.2
H -3.6308 0.1801 -0.3209 0.4 -0.1 0.2
H -0.7955 -0.4621 -3.3836 -0.3 -0.2 -0.4
H -1.9264 -0.1670 1.3440 1.2 -0.5 -0.8
H 0.9331 -0.7523 -1.7883 1.7 0.1 -1.0
H 3.1575 2.4505 2.4122 -1.3 -0.6 -1.2
H 3.7700 1.2636 1.2101 -0.6 -0.1 -0.2
H 0.9069 1.1983 2.3282 0.1 0.4 0.7
H 0.3741 -1.3787 2.2868 0.8 -0.1 -0.4
```
Positions in Å, forces in eV/Å.

* E_LUMO: 0.0278 hartree
* energy above the lowest of the compared OMol25 structures with the same formula, charge and spin: 0.00 kJ/mol
* E_HOMO: -9.22 eV
* multiplicity: 1
* Kohn-Sham gap: 10.0 eV
* structure (SMILES): C=C[Si@H](Cl)c1ccccc1